The following is a DFT calculation (the ωB97M-V functional and the def2-TZVPD basis) of an isolated molecule of C3H2O at a distorted geometry.

## Properties
E_HOMO (alpha / beta): -0.2860 / -0.3831 hartree
energy above the lowest of the compared OMol25 structures with the same formula, charge and spin: 1.9192 eV
HOMO-LUMO gap (alpha / beta): 8.565 / 7.596 eV
spin multiplicity: 3
expectation value of S²: 2.0713
DFT total energy: -190.493781 hartree
total charge: 0

Element x y z (Å)
1 C 0.85455 -0.50521 -0.31208
2 C 2.07699 -0.72312 -0.07130
3 C -0.21321 0.32021 -0.38151
4 O -1.10674 0.32643 0.63762
5 H -0.63807 0.69745 -1.28209
6 H -0.97351 -0.11575 1.40936

Taken from the natural (NBO) analysis, the atomic charges in e are: atom 1 (C): -0.366, atom 2 (C): 0.236, atom 3 (C): 0.108, atom 4 (O): -0.662, atom 5 (H): 0.194, atom 6 (H): 0.490